{
  "formula": "C3Cl2F5I",
  "method": "wB97M-V/def2-TZVPD",
  "elements": ["C", "C", "C", "F", "F", "F", "F", "F", "Cl", "Cl", "I"],
  "xyz": [[1.0514, -0.2696, -0.0116], [0.3460, -1.5965, -0.2618], [-1.0264, 1.8866, 0.3128], [1.9145, 0.0580, -0.9815], [1.3784, 0.0016, 1.2048], [0.1259, -2.2775, 0.8218], [1.1450, -2.3172, -1.0495], [-0.8392, -1.5205, -0.9014], [-1.0079, 1.6616, 1.9708], [-0.4489, 3.2578, -0.4281], [-2.6388, 1.1158, -0.6763]],
  "e_tot_ha": -1831.5936,
  "e_homo_ev": [-9.44, -8.37],
  "homo_lumo_gap_ev": [8.52, 8.05],
  "e_above_lowest_kcal_mol": 10.0
}